{"formula": "C30H22AsCl3IrN3O2", "method": "ωB97M-V/def2-TZVPD", "species": ["Ir", "N", "C", "C", "C", "C", "C", "N", "C", "C", "C", "C", "C", "N", "H", "H", "H", "H", "H", "H", "H", "H", "H", "Cl", "C", "Cl", "Cl", "C", "O", "O", "C", "C", "C", "C", "C", "C", "As", "C", "C", "C", "C", "C", "C", "C", "C", "C", "C", "C", "C", "H", "H", "H", "H", "H", "H", "H", "H", "H", "H", "H", "H", "H"], "coordinates": [[0.29, -1.58, -0.42], [1.59, -2.39, 2.53], [2.52, -2.00, 1.59], [3.87, -2.00, 1.95], [4.81, -1.61, 1.03], [4.41, -1.23, -0.25], [3.08, -1.24, -0.53], [2.13, -1.62, 0.37], [0.23, -2.54, 2.43], [-0.45, -3.03, 3.56], [-1.81, -3.21, 3.51], [-2.49, -2.90, 2.32], [-1.78, -2.43, 1.27], [-0.43, -2.24, 1.31], [1.98, -2.65, 3.42], [4.16, -2.31, 2.95], [5.86, -1.61, 1.30], [5.12, -0.93, -1.01], [2.69, -0.96, -1.51], [0.11, -3.26, 4.45], [-2.34, -3.58, 4.37], [-3.56, -3.04, 2.23], [-2.25, -2.19, 0.32], [-2.68, -2.97, -3.76], [-0.92, -3.13, -3.89], [-0.27, -1.99, -5.08], [-0.47, -4.77, -4.28], [-0.35, -2.71, -2.54], [-0.63, -1.49, -2.12], [0.33, -3.44, -1.82], [0.87, 3.19, 3.58], [-0.46, 3.10, 3.21], [-0.83, 2.34, 2.11], [0.15, 1.68, 1.38], [1.49, 1.77, 1.75], [1.85, 2.53, 2.85], [-0.29, 0.72, -0.21], [0.35, 1.72, -1.71], [1.65, 1.94, -2.11], [1.87, 2.76, -3.21], [0.79, 3.34, -3.87], [-0.51, 3.11, -3.45], [-0.75, 2.28, -2.36], [-2.09, 1.93, -1.82], [-3.31, 2.35, -2.34], [-4.49, 1.92, -1.75], [-4.48, 1.08, -0.64], [-3.27, 0.65, -0.11], [-2.09, 1.09, -0.70], [1.16, 3.79, 4.43], [-1.22, 3.62, 3.78], [-1.87, 2.28, 1.82], [2.26, 1.25, 1.18], [2.89, 2.61, 3.13], [2.49, 1.51, -1.58], [2.88, 2.95, -3.55], [0.97, 3.98, -4.72], [-1.33, 3.58, -3.98], [-3.34, 3.00, -3.19], [-5.43, 2.24, -2.16], [-5.41, 0.76, -0.20], [-3.26, 0.02, 0.77]], "lowdin_charge": [1.25, 0.16, -0.26, 0.03, 0.00, -0.02, -0.11, -0.08, -0.24, 0.03, 0.00, -0.02, -0.10, -0.08, 0.16, 0.13, 0.13, 0.13, 0.12, 0.13, 0.14, 0.13, 0.11, 0.67, -1.54, 0.68, 0.70, -0.76, -0.27, -0.01, -0.05, -0.05, -0.08, -0.36, -0.12, -0.06, 1.30, -0.29, -0.08, -0.05, -0.03, 0.01, -0.18, -0.17, 0.01, -0.03, -0.05, -0.09, -0.31, 0.12, 0.12, 0.10, 0.09, 0.12, 0.09, 0.12, 0.12, 0.12, 0.12, 0.12, 0.12, 0.10], "de_lowest_kj_mol": 48.2, "charge": 2, "gap_ev": 7.0, "total_energy_ha": -5191.34898, "spin_multiplicity": 1}

{"formula": "C30H22BrN2O4PPdS", "method": "ωB97M-V/def2-TZVPD", "species": ["Pd", "C", "C", "C", "C", "C", "C", "P", "C", "C", "C", "C", "C", "C", "C", "C", "C", "C", "C", "C", "H", "H", "H", "H", "H", "H", "H", "H", "H", "H", "H", "H", "H", "H", "O", "C", "C", "C", "N", "C", "Br", "C", "H", "H", "H", "H", "O", "S", "O", "N", "C", "O", "C", "C", "C", "C", "C", "C", "H", "H", "H", "H"], "coordinates": [[0.20, -0.21, -0.61], [5.69, -1.30, -3.04], [4.36, -1.27, -3.46], [3.35, -1.07, -2.54], [3.66, -0.88, -1.19], [4.99, -0.90, -0.78], [6.00, -1.11, -1.70], [2.32, -0.54, -0.03], [2.53, -1.61, 1.41], [3.24, -2.80, 1.36], [3.29, -3.62, 2.48], [2.63, -3.26, 3.64], [1.90, -2.07, 3.69], [1.84, -1.25, 2.57], [2.32, 1.17, 0.48], [3.09, 2.10, 1.17], [2.56, 3.37, 1.33], [1.29, 3.68, 0.83], [0.51, 2.74, 0.17], [1.04, 1.47, 0.01], [6.48, -1.46, -3.76], [4.12, -1.42, -4.50], [2.31, -1.04, -2.85], [5.23, -0.76, 0.27], [7.03, -1.12, -1.38], [3.76, -3.09, 0.46], [3.86, -4.55, 2.45], [2.67, -3.90, 4.51], [1.36, -1.79, 4.58], [1.24, -0.35, 2.59], [4.07, 1.85, 1.56], [3.12, 4.13, 1.86], [0.90, 4.68, 0.98], [-0.49, 2.99, -0.17], [-5.55, -1.60, -3.12], [-4.23, -1.29, -3.16], [-3.72, -0.25, -3.91], [-2.36, -0.02, -3.88], [-1.51, -0.76, -3.15], [-2.04, -1.72, -2.44], [-0.81, -2.66, -1.32], [-3.37, -2.06, -2.39], [-6.05, -1.00, -3.68], [-4.36, 0.38, -4.52], [-1.92, 0.78, -4.45], [-3.75, -2.86, -1.77], [-1.55, 2.72, 3.40], [-2.17, 1.46, 3.08], [-2.35, 0.51, 4.13], [-1.41, 0.76, 1.81], [-2.17, 0.74, 0.75], [-1.85, 0.28, -0.39], [-3.55, 1.30, 0.94], [-4.58, 1.39, 0.02], [-5.77, 1.96, 0.45], [-5.92, 2.43, 1.75], [-4.88, 2.33, 2.67], [-3.71, 1.76, 2.24], [-4.44, 1.03, -0.98], [-6.60, 2.05, -0.24], [-6.86, 2.87, 2.06], [-4.99, 2.69, 3.69]], "lowdin_charge": [0.62, -0.08, -0.08, -0.09, -0.35, -0.09, -0.08, 0.98, -0.34, -0.09, -0.08, -0.08, -0.06, -0.07, -0.37, -0.06, -0.08, -0.07, -0.08, -0.29, 0.10, 0.11, 0.09, 0.11, 0.11, 0.10, 0.10, 0.10, 0.11, 0.10, 0.11, 0.10, 0.11, 0.10, 0.08, -0.32, 0.00, -0.12, 0.02, -0.73, 0.82, -0.03, 0.11, 0.12, 0.12, 0.12, -0.31, 0.62, -0.30, -0.02, -0.52, -0.16, -0.13, 0.00, -0.07, -0.07, -0.03, -0.21, 0.11, 0.10, 0.10, 0.12], "de_lowest_kj_mol": 33.3, "gap_ev": 8.8, "total_energy_ha": -5008.32850, "spin_multiplicity": 1}

{"formula": "C30H22N3O4PS2Ti", "method": "ωB97M-V/def2-TZVPD", "species": ["Ti", "O", "C", "O", "C", "C", "C", "C", "C", "N", "H", "H", "H", "H", "C", "C", "N", "C", "C", "C", "C", "C", "C", "C", "C", "C", "N", "C", "H", "H", "H", "H", "H", "H", "H", "H", "O", "O", "S", "P", "S", "C", "C", "C", "C", "C", "C", "C", "C", "C", "C", "C", "C", "H", "H", "H", "H", "H", "H", "H", "H", "H", "H"], "coordinates": [[-0.55, -0.58, -1.14], [-3.77, 0.37, 1.22], [-2.82, -0.14, 0.66], [-2.24, 0.28, -0.42], [-2.23, -1.42, 1.21], [-2.67, -1.99, 2.39], [-2.07, -3.16, 2.82], [-1.05, -3.72, 2.06], [-0.67, -3.09, 0.90], [-1.26, -1.97, 0.47], [-3.45, -1.49, 2.94], [-2.38, -3.62, 3.75], [-0.54, -4.62, 2.38], [0.16, -3.46, 0.30], [-1.25, 3.27, -3.36], [-0.67, 2.29, -2.55], [-0.99, 1.01, -2.64], [-1.92, 0.64, -3.54], [-2.56, 1.55, -4.40], [-2.19, 2.90, -4.28], [-3.51, 1.06, -5.36], [-3.79, -0.25, -5.46], [-3.16, -1.20, -4.59], [-3.41, -2.58, -4.65], [-2.77, -3.42, -3.78], [-1.92, -2.88, -2.82], [-1.67, -1.59, -2.74], [-2.26, -0.75, -3.61], [-0.95, 4.30, -3.25], [0.07, 2.54, -1.80], [-2.66, 3.64, -4.92], [-3.99, 1.78, -6.01], [-4.49, -0.62, -6.20], [-4.09, -2.97, -5.40], [-2.94, -4.49, -3.80], [-1.42, -3.51, -2.09], [1.32, -0.61, -1.93], [1.06, -1.80, -1.40], [2.33, -1.83, 1.50], [2.00, 0.10, 1.71], [0.45, 0.96, 0.72], [3.50, 1.07, 1.32], [3.43, 2.44, 1.12], [4.59, 3.17, 0.90], [5.83, 2.53, 0.88], [5.90, 1.16, 1.08], [4.74, 0.43, 1.30], [1.75, 0.53, 3.47], [2.36, -0.26, 4.45], [2.24, 0.07, 5.79], [1.50, 1.18, 6.17], [0.88, 1.96, 5.20], [1.00, 1.64, 3.86], [2.47, 2.94, 1.12], [4.54, 4.24, 0.73], [6.73, 3.11, 0.70], [6.86, 0.66, 1.06], [4.78, -0.64, 1.45], [2.92, -1.13, 4.14], [2.72, -0.55, 6.54], [1.40, 1.44, 7.22], [0.29, 2.83, 5.49], [0.50, 2.24, 3.11]], "lowdin_charge": [0.82, 0.09, -0.59, -0.18, -0.18, 0.02, -0.04, -0.04, -0.16, 0.03, 0.12, 0.11, 0.11, 0.09, -0.01, -0.07, 0.04, -0.13, -0.13, 0.01, -0.01, -0.01, -0.13, 0.01, -0.02, -0.07, 0.05, -0.12, 0.12, 0.11, 0.12, 0.12, 0.12, 0.13, 0.11, 0.12, -0.23, -0.28, 0.28, 0.13, 0.38, -0.37, -0.11, -0.09, -0.10, -0.09, -0.10, -0.37, -0.11, -0.09, -0.10, -0.09, -0.11, 0.08, 0.10, 0.10, 0.10, 0.06, 0.07, 0.10, 0.10, 0.10, 0.07], "de_lowest_kj_mol": 10.8, "gap_ev": [6.3, 6.4], "total_energy_ha": -3608.99959, "s_squared": 2.008, "spin_multiplicity": 3}